(1)
Here is an isolated molecule of C25H25N3O5 from the Open Molecules 2025 dataset. Energies are from ωB97M-V with the def2-TZVPD basis set.

Atoms and positions in Å:
C1 1.0410 4.1384 -1.4220
O1 1.5670 3.3093 -0.4157
C2 1.7185 1.9786 -0.6924
C3 2.2784 1.1958 0.3120
C4 2.5001 -0.1543 0.1155
C5 2.1694 -0.7532 -1.0940
O2 2.3789 -2.0681 -1.4016
C6 2.8958 -2.9134 -0.4062
C7 1.5862 0.0261 -2.1009
C8 1.1293 -0.6448 -3.3712
N1 -0.0095 -1.4980 -3.0872
C9 -1.2661 -1.0152 -3.1274
O3 -1.5706 0.0524 -3.6247
C10 -2.3061 -1.9374 -2.4977
C11 -2.5711 -1.4669 -1.0638
C12 -1.4058 -1.7924 -0.1471
O4 -0.4931 -2.5237 -0.4807
N2 -1.4427 -1.2204 1.0892
C13 -2.5041 -0.3522 1.5731
C14 -2.2214 1.0858 1.2420
C15 -3.1198 1.8473 0.5058
C16 -2.8697 3.1771 0.2280
C17 -1.7069 3.7660 0.6993
C18 -0.7990 3.0235 1.4243
C19 -1.0377 1.6741 1.6854
O5 -0.0829 1.0786 2.4601
C20 0.2353 -0.2239 2.5986
N3 1.2441 -0.3599 3.4490
C21 1.7458 -1.5521 3.7006
C22 1.2588 -2.7113 3.1231
C23 0.1882 -2.5933 2.2517
C24 -0.3405 -1.3420 1.9642
C25 1.3583 1.3748 -1.8918
H1 0.0195 3.8488 -1.6894
H2 1.6689 4.1287 -2.3190
H3 1.0333 5.1429 -1.0012
H4 2.5367 1.6561 1.2520
H5 2.9330 -0.7290 0.9189
H6 2.2277 -2.9611 0.4587
H7 3.8934 -2.5962 -0.0835
H8 2.9619 -3.8989 -0.8650
H9 0.8089 0.0967 -4.1050
H10 1.9277 -1.2656 -3.7845
H11 0.1827 -2.2616 -2.4500
H12 -3.2284 -1.8588 -3.0740
H13 -1.9595 -2.9703 -2.4977
H14 -3.4675 -1.9596 -0.6751
H15 -2.7380 -0.3881 -1.0734
H16 -3.4637 -0.6647 1.1596
H17 -2.5526 -0.4781 2.6617
H18 -4.0372 1.3896 0.1638
H19 -3.5805 3.7507 -0.3462
H20 -1.5084 4.8082 0.5022
H21 0.1139 3.4583 1.7959
H22 2.5729 -1.5656 4.3970
H23 1.6878 -3.6743 3.3485
H24 -0.2423 -3.4628 1.7807
H25 0.8891 1.9374 -2.6828

- ΔE to the lowest compared entry with this formula, charge and spin: 19.6 kcal/mol
- Orbital gap: 8.320 eV
- E_LUMO: 0.603 eV
- HOMO: -7.72 eV
- SMILES: COc1ccc(OC)c(CNC(=O)CCC(=O)N2Cc3ccccc3Oc3ncccc32)c1
- Total charge: 0

These are the Löwdin partial charges, in e, on atoms 1 to 2: number 1, C, carries -0.0944; number 2, O, carries -0.1089


(2)
Here is a cluster of 3 separate species, C25H26F5N2O6S in total at a distorted geometry from the Open Molecules 2025 dataset. Energies are from ωB97M-V with the def2-TZVPD basis set.

Atoms and positions in Å:
C1 3.6127 -1.0377 0.2092
C2 2.5827 -0.0092 0.7095
S1 0.9824 -0.2153 -0.0125
O1 0.2166 1.1478 0.2464
C3 -0.7646 0.9995 1.3460
C4 -2.1647 0.8242 0.8041
C5 -2.4874 1.7729 -0.3296
O2 -2.3836 -0.5041 0.3668
C6 1.1887 -0.2341 -1.8720
F1 2.4723 -0.1460 -2.2153
F2 0.5996 0.9027 -2.3032
C7 0.4935 -1.4225 -2.4678
C8 0.2546 -1.3835 -3.8493
C9 -0.4133 -2.4462 -4.4462
C10 -0.8437 -3.5468 -3.7100
C11 -0.5859 -3.5834 -2.3400
C12 -1.0424 -4.7505 -1.5139
F3 -0.3452 -5.8465 -1.7873
F4 -0.9190 -4.5110 -0.2079
F5 -2.3226 -5.0270 -1.7459
C13 0.0777 -2.5217 -1.7245
H1 3.2091 -1.7193 -0.5309
H2 4.4103 -0.4948 -0.2860
H3 4.0455 -1.5777 1.0365
H4 2.9435 1.0116 0.6232
H5 2.4120 -0.1773 1.7713
H6 -0.5117 0.1006 1.9109
H7 -0.6584 1.8369 2.0249
H8 -2.8430 1.0485 1.6354
H9 -2.2801 2.7890 -0.0110
H10 -1.9028 1.4906 -1.1989
H11 -3.5377 1.6676 -0.5721
H12 -2.1167 -1.1264 1.0514
H13 0.5758 -0.5510 -4.4529
H14 -0.6092 -2.4333 -5.5062
H15 -1.3680 -4.3616 -4.1808
H16 0.2442 -2.5796 -0.6611
C14 -1.1287 3.9751 -4.4283
C15 -0.9856 3.6866 -3.0769
C16 -1.1224 4.6915 -2.1347
C17 -1.4050 5.9741 -2.5614
C18 -1.5466 6.2842 -3.9005
C19 -1.4055 5.2727 -4.8386
N1 -1.5694 7.0356 -1.5534
O3 -1.4193 6.7262 -0.3868
O4 -1.8451 8.1470 -1.9476
H17 -1.0260 3.1878 -5.1637
H18 -0.7706 2.6812 -2.7537
H19 -1.0116 4.4763 -1.0827
H20 -1.7645 7.2950 -4.2116
H21 -1.5148 5.4979 -5.8901
C20 1.2955 -3.1207 7.4335
C21 0.1175 -3.2131 6.7022
C22 0.1183 -2.9302 5.3479
C23 1.3108 -2.5595 4.7478
C24 2.4946 -2.4577 5.4602
C25 2.4801 -2.7408 6.8145
N2 1.3216 -2.2780 3.3155
O5 0.2722 -2.3446 2.6992
O6 2.3812 -1.9778 2.7854
H22 1.2906 -3.3477 8.4909
H23 -0.8014 -3.5093 7.1877
H24 -0.7934 -3.0023 4.7740
H25 3.4129 -2.1658 4.9732
H26 3.3934 -2.6688 7.3876

- Orbital gap: 8.345 eV
- E_LUMO: -3.624 eV
- HOMO: -11.97 eV
- Total charge: +1

These are the Löwdin partial charges, in e, on atoms 1 to 2: number 1, C, carries -0.0872; number 2, C, carries -0.3415


(3)
Here is a structure of composition C25H26GeN3NiO6 at a distorted geometry from the Open Molecules 2025 dataset. Energies are from ωB97M-V with the def2-TZVPD basis set.

Atoms and positions in Å:
Ni1 0.2317 0.5362 -0.7963
O1 3.6058 -1.9412 0.4046
C1 4.1274 -1.0741 1.2909
C2 5.2053 -1.4813 2.0699
C3 5.7574 -0.6339 3.0123
C4 5.2432 0.6439 3.1845
C5 4.1870 1.0725 2.4075
C6 3.6071 0.2296 1.4535
C7 2.4499 0.6543 0.6904
O2 1.8673 -0.1986 -0.1291
N1 1.9804 1.8834 0.8082
N2 0.8705 2.0352 0.1184
C8 0.2058 3.1551 -0.0972
C9 -0.9285 3.0158 -0.9124
C10 -1.7957 4.0818 -1.2395
C11 -2.9110 3.8598 -1.9938
C12 -3.1709 2.5500 -2.4438
C13 -2.2714 1.5550 -2.1352
N3 -1.1705 1.7432 -1.4185
H1 2.8020 -1.4822 0.0240
H2 5.5851 -2.4823 1.9253
H3 6.5849 -0.9748 3.6204
H4 5.6634 1.2974 3.9358
H5 3.7719 2.0588 2.5335
H6 0.5075 4.1006 0.3386
H7 -1.5405 5.0655 -0.8754
H8 -3.5889 4.6663 -2.2399
H9 -4.0572 2.3289 -3.0171
H10 -2.4357 0.5476 -2.4954
O3 -0.9346 1.4251 2.4334
C14 -1.2234 0.3528 1.9233
O4 -0.8842 -0.1200 0.8040
C15 -2.1494 -0.5945 2.6985
C16 -2.5314 -0.2538 3.9859
C17 -3.3906 -1.0584 4.7277
C18 -3.8454 -2.2047 4.1206
O5 -4.7063 -3.1650 4.6148
C19 -4.8388 -4.1217 3.5889
O6 -4.0651 -3.7453 2.4784
C20 -3.4585 -2.5530 2.8273
C21 -2.6087 -1.7671 2.0931
H11 -2.1442 0.6628 4.4039
H12 -3.6930 -0.8031 5.7305
H13 -5.8992 -4.1991 3.2932
H14 -4.5049 -5.1061 3.9593
H15 -2.2937 -2.0191 1.0949
C22 0.0063 1.2261 -4.5429
Ge1 0.7127 -0.4448 -3.6943
C23 0.4047 -1.9166 -5.0432
C24 2.6754 -0.1577 -3.5001
C25 -0.1046 -0.9603 -1.9730
H16 0.4964 1.4026 -5.4966
H17 0.1967 2.0838 -3.9050
H18 -1.0631 1.1787 -4.7215
H19 0.8378 -1.6653 -6.0053
H20 -0.6582 -2.0832 -5.1895
H21 0.8448 -2.8507 -4.7096
H22 3.1515 0.0900 -4.4452
H23 3.1657 -1.0358 -3.0916
H24 2.8479 0.6642 -2.8106
H25 0.4301 -1.8365 -1.5858
H26 -1.1565 -1.2367 -2.0877

- Orbital gap (alpha / beta): 6.331 / 6.330 eV
- E_LUMO (alpha / beta): 1.967 / 1.967 eV
- HOMO (alpha / beta): -4.36 / -4.36 eV
- Total charge: -1

These are the Löwdin partial charges, in e, on atoms 1 to 2: number 1, Ni, carries 0.3572; number 2, O, carries 0.0597


(4)
Here is a structure of composition C25H26I2N6OReS2 at a distorted geometry from the Open Molecules 2025 dataset. Energies are from ωB97M-V with the def2-TZVPD basis set.

Atoms and positions in Å:
Re1 0.4431 -0.6235 0.4156
I1 0.5659 4.4176 6.2936
C1 0.5120 2.8466 4.9423
C2 0.7203 1.5413 5.3829
C3 0.7014 0.4927 4.4797
I2 1.0233 -1.4522 5.1250
C4 0.4634 0.7493 3.1286
O1 0.4464 -0.2940 2.2772
C5 0.2453 2.0530 2.6763
C6 -0.0290 2.3550 1.2302
N1 0.8198 1.5343 0.3140
C7 2.2709 1.8445 0.4935
C8 3.1581 0.6310 0.3870
C9 4.5370 0.7654 0.3473
C10 5.3248 -0.3708 0.3178
C11 4.7136 -1.6161 0.3258
C12 3.3374 -1.6793 0.3624
N2 2.5702 -0.5761 0.3894
C13 0.2826 3.0957 3.5921
H1 0.9066 1.3431 6.4291
H2 0.1711 3.4132 1.0424
H3 -1.0670 2.1616 0.9487
H4 0.5510 1.8187 -0.6257
H5 2.3953 2.2736 1.4907
H6 2.5791 2.6075 -0.2242
H7 4.9819 1.7507 0.3486
H8 6.4021 -0.2871 0.2919
H9 5.2907 -2.5286 0.3126
H10 2.8099 -2.6211 0.3768
H11 0.1308 4.1107 3.2504
C14 1.8810 -0.5512 -4.7488
C15 0.4288 -0.4253 -4.2654
C16 -0.1961 0.9052 -4.7074
C17 -0.4188 -1.6186 -4.7343
C18 0.4404 -0.4526 -2.7972
N3 0.4716 -0.4980 -1.6470
H12 1.8708 -0.5461 -5.8379
H13 2.3339 -1.4838 -4.4174
H14 2.4894 0.2861 -4.4110
H15 -0.2279 0.9102 -5.7958
H16 0.4010 1.7564 -4.3839
H17 -1.2146 1.0145 -4.3384
H18 -0.4243 -1.6123 -5.8233
H19 -1.4489 -1.5388 -4.3903
H20 0.0012 -2.5660 -4.4009
N4 -6.6907 -0.2303 1.2354
C19 -6.0016 -1.1513 0.5479
S1 -6.6777 -2.4565 -0.1636
C20 -4.5127 -0.9392 0.5169
C21 -3.7575 -1.5019 -0.5072
C22 -2.3889 -1.3541 -0.5087
N5 -1.7218 -0.6705 0.4387
C23 -2.4458 -0.1386 1.4339
C24 -3.8222 -0.2465 1.5029
H21 -7.6890 -0.3443 1.3150
H22 -6.2817 0.6138 1.5958
H23 -4.2528 -2.0779 -1.2753
H24 -1.7869 -1.8217 -1.2748
H25 -1.8982 0.3626 2.2188
H26 -4.3195 0.1772 2.3647
S2 0.0876 -5.2862 0.3637
C25 0.2096 -3.7339 0.3759
N6 0.3048 -2.5371 0.3969

- ΔE to the lowest compared entry with this formula, charge and spin: 3.8 kcal/mol
- Orbital gap (alpha / beta): 5.120 / 5.494 eV
- E_LUMO (alpha / beta): -7.814 / -7.439 eV
- HOMO (alpha / beta): -12.93 / -12.93 eV
- 2S+1: 2
- Total charge: +2

These are the Löwdin partial charges, in e, on atoms 1 to 2: number 1, Re, carries 1.5485; number 2, I, carries 0.9713


(5)
Here is an isolated molecule of C25H26N2O2S from the Open Molecules 2025 dataset. Energies are from ωB97M-V with the def2-TZVPD basis set.

Atoms and positions in Å:
C1 -6.6650 -1.5008 -2.7435
O1 -5.8077 -0.9754 -1.7630
C2 -6.3308 -0.1199 -0.8222
C3 -7.6648 0.2439 -0.7787
C4 -8.1255 1.1623 0.1546
C5 -7.2421 1.7235 1.0510
C6 -5.9084 1.3513 1.0332
C7 -5.4212 0.4207 0.1178
N1 -4.0797 0.0796 0.0737
C8 -3.6556 -1.2894 -0.1600
C9 -2.5690 -1.6953 0.8283
N2 -1.4159 -0.8266 0.6825
C10 -0.1957 -1.2941 1.0297
O2 -0.0364 -2.4151 1.4790
C11 0.9553 -0.3604 0.8225
C12 1.7440 -0.0059 1.9100
C13 2.8512 0.8028 1.7347
C14 3.2006 1.2556 0.4673
C15 4.3949 2.1414 0.2871
S1 5.4169 1.7546 -1.1821
C16 6.3687 0.3485 -0.6818
C17 7.5500 0.1154 -1.3789
C18 8.3408 -0.9685 -1.0529
C19 7.9643 -1.8228 -0.0283
C20 6.7852 -1.5911 0.6577
C21 5.9800 -0.5130 0.3329
C22 2.4210 0.8826 -0.6208
C23 1.3081 0.0828 -0.4472
C24 -1.7076 0.5263 0.2631
C25 -3.1059 0.9112 0.7405
H1 -6.0347 -2.1215 -3.3792
H2 -7.1207 -0.7106 -3.3494
H3 -7.4535 -2.1215 -2.3043
H4 -8.3644 -0.1696 -1.4876
H5 -9.1694 1.4352 0.1628
H6 -7.5836 2.4464 1.7765
H7 -5.2393 1.7887 1.7565
H8 -4.5053 -1.9622 -0.0428
H9 -3.2774 -1.3987 -1.1843
H10 -2.2408 -2.7212 0.6451
H11 -2.9536 -1.6457 1.8551
H12 1.4858 -0.3717 2.8924
H13 3.4544 1.0792 2.5885
H14 4.0768 3.1707 0.1045
H15 5.0478 2.1245 1.1600
H16 7.8359 0.7905 -2.1713
H17 9.2573 -1.1438 -1.5966
H18 8.5856 -2.6668 0.2308
H19 6.4781 -2.2570 1.4507
H20 5.0534 -0.3621 0.8631
H21 2.7018 1.2147 -1.6096
H22 0.7212 -0.2143 -1.3036
H23 -1.6727 0.6095 -0.8306
H24 -0.9670 1.2101 0.6848
H25 -3.1427 0.8165 1.8383
H26 -3.3006 1.9558 0.4807

- ΔE to the lowest compared entry with this formula, charge and spin: 9.9 kcal/mol
- Orbital gap: 8.154 eV
- E_LUMO: 0.568 eV
- HOMO: -7.59 eV
- SMILES: COc1ccccc1N1CCN(C(=O)c2ccc(CSc3ccccc3)cc2)CC1
- Total charge: 0

These are the Löwdin partial charges, in e, on atoms 1 to 2: number 1, C, carries -0.0846; number 2, O, carries -0.1110


(6)
Here is a structure of composition C25H26N2O2S4W from the Open Molecules 2025 dataset. Energies are from ωB97M-V with the def2-TZVPD basis set.

Atoms and positions in Å:
W1 0.1268 0.2539 0.0193
S1 1.8501 1.5746 0.7281
C1 3.0458 1.4498 -0.5552
C2 4.0883 2.3713 -0.6336
C3 5.0435 2.2358 -1.6232
C4 4.9716 1.1820 -2.5330
C5 3.9453 0.2584 -2.4569
C6 2.9768 0.3874 -1.4631
S2 1.6711 -0.7874 -1.3453
H1 4.1439 3.1824 0.0808
H2 5.8558 2.9470 -1.6842
H3 5.7281 1.0768 -3.2985
H4 3.8919 -0.5652 -3.1569
O1 -1.4168 -0.9382 -0.8483
S3 -2.4696 -2.0212 -1.1286
C7 -3.9764 -1.0973 -1.5163
C8 -4.1874 0.1912 -0.7238
C9 -3.6821 1.4280 -1.4751
C10 -3.5280 2.6507 -0.5756
S4 -1.9332 2.8218 0.2577
O2 -1.5558 1.3754 0.6728
C11 -0.8130 3.1508 -1.0793
C12 -0.2976 2.1050 -1.8475
C13 0.6830 2.3670 -2.7899
C14 1.1350 3.6705 -2.9676
C15 0.6203 4.7013 -2.1981
C16 -0.3516 4.4433 -1.2327
C17 -2.8723 -2.7529 0.4297
C18 -3.2718 -4.0830 0.3786
C19 -3.6452 -4.7191 1.5543
C20 -3.5951 -4.0305 2.7571
C21 -3.1674 -2.7063 2.7975
C22 -2.8033 -2.0554 1.6315
H5 -4.7692 -1.8312 -1.3600
H6 -3.9134 -0.9105 -2.5906
H7 -3.7045 0.1274 0.2491
H8 -5.2555 0.2993 -0.5296
H9 -4.3875 1.6889 -2.2664
H10 -2.7457 1.2031 -1.9843
H11 -4.2602 2.6543 0.2352
H12 -3.6326 3.5984 -1.1096
H13 -0.7228 1.0926 -1.8110
H14 1.0858 1.5587 -3.3850
H15 1.9001 3.8752 -3.7039
H16 0.9867 5.7103 -2.3285
H17 -0.7207 5.2397 -0.5986
H18 -3.2934 -4.6135 -0.5658
H19 -3.9676 -5.7507 1.5290
H20 -3.8857 -4.5265 3.6733
H21 -3.1253 -2.1811 3.7424
H22 -2.4551 -1.0317 1.6605
N1 0.5435 -2.2857 1.6892
C23 0.5102 -2.8148 2.9165
C24 0.0638 -1.8340 3.7811
C25 -0.1103 -0.7062 2.9892
N2 0.1699 -0.9901 1.7116
H23 0.9195 -2.6853 0.8413
H24 0.8001 -3.8375 3.0915
H25 -0.0861 -1.9211 4.8423
H26 -0.4312 0.2854 3.2657

- ΔE to the lowest compared entry with this formula, charge and spin: 10.1 kcal/mol
- Orbital gap (alpha / beta): 6.207 / 7.373 eV
- E_LUMO (alpha / beta): -6.855 / -6.213 eV
- HOMO (alpha / beta): -13.06 / -13.59 eV
- 2S+1: 3
- Total charge: +2

These are the Löwdin partial charges, in e, on atoms 1 to 2: number 1, W, carries 1.0495; number 2, S, carries 0.6997


Calculated total energy / eV: -41039.2112 -66021.9997 -140662.6098 -77324.6800 -44257.3957 -78574.8261